ORCA calculation (wB97M-V/def2-TZVPD) on the molecule C5H11NO.

XYZ file:
```
18
Properties=species:S:1:pos:R:3
O 0.82 -1.97 0.60
N 1.87 -0.02 0.03
C -1.96 -1.16 -1.03
C -0.57 0.15 0.73
C 2.14 1.34 0.55
C 0.71 -0.76 0.43
C -1.59 0.19 -0.59
H -0.26 1.16 1.10
H -2.59 -1.20 -1.92
H -0.86 0.66 -1.37
H 2.76 -0.54 -0.09
H -2.38 -1.60 -0.28
H 1.90 1.38 1.56
H -1.04 -1.77 -1.21
H 3.18 1.50 0.23
H -1.27 -0.23 1.53
H -2.32 0.80 -0.32
H 1.45 2.07 0.04
```

Computed properties:
Net charge: 0
SMILES string: CCCC(=O)NC
HOMO energy, hartree: -0.343
Spin multiplicity: 1
Kohn-Sham gap, eV: 10.26

Atomic partial charges in e from the Mulliken method, atoms 1 to 8: -0.601 -0.199 -1.159 -0.583 -0.959 0.352 -0.481 0.330